Here is a 16-piece molecular cluster, C34H91BCl3N5O16P overall from the Open Molecules 2025 dataset. Energies are from ωB97M-V/def2-TZVPD.

Net charge: +1
LUMO energy: -3.0 eV
Energy: -4574.03991 Eh
HOMO energy: -11.11 eV
Gap between HOMO and LUMO: 8.09 eV

Geometry (Å):
1 C 4.345 -3.773 4.313
2 C 3.157 -3.105 3.591
3 P 3.800 -1.764 2.484
4 C 2.716 -0.317 2.772
5 N 3.418 -2.332 0.833
6 C 4.241 -3.384 0.389
7 Cl 3.517 -4.937 0.161
8 C 5.558 -3.246 0.209
9 C 6.361 -2.004 0.409
10 Cl 6.514 -4.604 -0.257
11 C 2.182 -2.053 0.179
12 N 0.918 -2.572 0.501
13 C 0.580 -3.980 0.267
14 C 0.822 -4.482 -1.126
15 C 0.810 -5.972 -1.286
16 N 0.967 -3.666 -2.079
17 C 0.215 -1.938 1.583
18 C -0.315 -0.655 1.452
19 C -0.996 -0.099 2.528
20 C -1.137 -0.859 3.693
21 N -0.669 -2.103 3.820
22 C -0.011 -2.617 2.784
23 N 2.267 -1.171 -0.754
24 C 1.161 -0.689 -1.583
25 C 0.975 0.833 -1.418
26 C -0.455 1.243 -1.705
27 Cl -1.017 0.593 -3.270
28 B 3.600 -0.499 -1.100
29 C 4.398 -0.980 -2.342
30 O 3.931 0.484 -0.240
31 H 5.150 -3.055 4.446
32 H 4.723 -4.591 3.707
33 H 4.030 -4.140 5.283
34 H 2.638 -3.834 2.975
35 H 2.486 -2.635 4.307
36 H 3.306 0.451 3.258
37 H 2.350 0.096 1.834
38 H 1.846 -0.599 3.356
39 H 7.297 -2.069 -0.134
40 H 5.818 -1.108 0.138
41 H 6.609 -1.910 1.466
42 H -0.496 -4.042 0.446
43 H 1.025 -4.654 0.995
44 H 1.113 -6.484 -0.375
45 H 1.450 -6.285 -2.102
46 H -0.203 -6.305 -1.508
47 H 1.083 -4.169 -2.957
48 H -0.199 -0.101 0.534
49 H -1.412 0.896 2.493
50 H -1.654 -0.429 4.534
51 H 0.368 -3.623 2.901
52 H 1.454 -0.875 -2.612
53 H 0.251 -1.249 -1.428
54 H 1.600 1.339 -2.152
55 H 1.262 1.149 -0.417
56 H -1.149 0.890 -0.948
57 H -0.529 2.320 -1.732
58 H 3.734 -1.300 -3.139
59 H 5.079 -0.214 -2.699
60 H 4.970 -1.857 -2.037
61 H 4.635 1.041 -0.598
62 C -0.745 -8.600 -3.889
63 O 0.287 -7.627 -4.046
64 H -0.773 -8.874 -2.838
65 H -1.719 -8.197 -4.177
66 H -0.538 -9.496 -4.479
67 H 0.321 -7.384 -4.976
68 C -4.057 1.247 6.365
69 O -3.295 1.231 5.152
70 H -3.442 0.845 7.165
71 H -4.345 2.269 6.624
72 H -4.950 0.631 6.265
73 H -3.857 1.590 4.458
74 C 6.310 -8.009 1.806
75 O 5.044 -7.444 1.486
76 H 6.126 -8.953 2.313
77 H 6.898 -8.206 0.905
78 H 6.882 -7.359 2.473
79 H 5.195 -6.608 1.036
80 C 5.391 -1.422 -6.312
81 O 5.691 -1.809 -4.972
82 H 5.721 -0.394 -6.432
83 H 5.919 -2.047 -7.035
84 H 4.317 -1.474 -6.512
85 H 5.411 -2.723 -4.865
86 C -4.654 4.530 4.303
87 O -4.672 3.826 3.060
88 H -3.688 5.020 4.399
89 H -5.447 5.282 4.322
90 H -4.792 3.839 5.136
91 H -5.537 3.402 2.985
92 C -2.522 3.477 0.789
93 O -1.829 3.693 -0.440
94 H -1.831 2.988 1.474
95 H -2.844 4.419 1.227
96 H -3.395 2.836 0.648
97 H -2.443 4.128 -1.041
98 C -2.804 7.045 -3.006
99 O -2.987 6.193 -1.863
100 H -3.791 7.308 -3.372
101 H -2.277 7.956 -2.714
102 H -2.248 6.528 -3.787
103 H -2.109 5.979 -1.535
104 C -2.513 5.703 -6.814
105 O -2.038 5.208 -5.562
106 H -2.196 6.739 -6.902
107 H -2.086 5.126 -7.637
108 H -3.604 5.659 -6.859
109 H -2.318 4.292 -5.491
110 C -8.877 3.813 3.163
111 O -7.744 3.186 2.558
112 H -8.688 3.863 4.231
113 H -9.020 4.825 2.779
114 H -9.785 3.231 2.991
115 H -7.905 3.136 1.612
116 C -6.212 -2.133 7.116
117 O -6.192 -0.885 7.803
118 H -5.906 -1.942 6.090
119 H -5.515 -2.846 7.563
120 H -7.214 -2.568 7.109
121 H -6.459 -1.044 8.711
122 C -6.770 8.101 -1.918
123 O -5.440 8.599 -1.959
124 H -7.359 8.691 -2.615
125 H -6.813 7.050 -2.220
126 H -7.205 8.202 -0.919
127 H -4.910 8.078 -1.346
128 C 9.463 -7.330 -1.740
129 O 8.884 -6.087 -2.127
130 H 10.056 -7.682 -2.579
131 H 10.117 -7.213 -0.872
132 H 8.696 -8.076 -1.516
133 H 8.355 -5.761 -1.394
134 C -2.785 1.892 -8.036
135 O -1.448 2.384 -8.039
136 H -3.361 2.482 -8.743
137 H -2.826 0.843 -8.339
138 H -3.232 1.993 -7.042
139 H -0.946 1.861 -7.409
140 C 2.606 3.756 1.197
141 O 3.775 3.146 0.656
142 H 2.487 4.721 0.712
143 H 1.713 3.153 1.000
144 H 2.701 3.913 2.274
145 H 3.882 2.296 1.089
146 C -4.867 7.945 1.818
147 O -3.780 7.219 1.254
148 H -4.962 8.876 1.266
149 H -5.796 7.375 1.726
150 H -4.673 8.172 2.870
151 H -3.704 6.396 1.746

Forces on atoms 1 to 2 (eV/Å):
-0.4 0.2 -0.3
0.5 0.3 -0.1